Version a
Computed, not measured: 2 unconnected molecules or ions with the total composition C6H16N2O, with wB97M-V/def2-TZVPD.

```
! wB97M-V def2-TZVPD RIJCOSX def2/J DEFGRID3
* xyz 0 1
H -2.91 -0.25 -0.01
H 1.78 -1.16 -2.61
H 3.48 -0.57 -0.06
H -0.05 -0.89 0.97
H 0.49 -2.09 -1.81
C 1.46 -1.61 -1.67
H 3.02 0.64 -1.28
C 1.38 -0.58 -0.54
C -1.10 0.95 1.65
N -1.36 -0.29 1.42
H -2.88 1.87 1.21
C -2.66 -0.70 0.95
C 2.71 0.15 -0.36
H -1.56 2.94 1.63
O 0.99 -1.19 0.61
N -1.91 2.02 1.42
H 2.62 0.89 0.43
H -0.08 1.17 1.92
H 2.17 -2.39 -1.40
C 0.26 0.63 -1.10
H 0.28 1.53 -0.48
H 0.67 0.93 -2.06
H -2.63 -1.79 0.81
H -3.45 -0.46 1.67
H -0.73 0.23 -1.31
*
```

Values from the calculation:
SMILES ... CC(C)(C)O.C/N=C\N
HOMO-LUMO gap ... 0.341 hartree

These are the natural (NBO) partial charges, in e, on atoms 1 to 8:
1 H 0.189
2 H 0.196
3 H 0.212
4 H 0.497
5 H 0.205
6 C -0.637
7 H 0.199
8 C 0.325

***

Version b
Computed, not measured: 2 unconnected molecules or ions with the total composition C6H16N2O, with wB97M-V/def2-TZVPD.

```
! wB97M-V def2-TZVPD RIJCOSX def2/J DEFGRID3
* xyz 0 1
H -2.38 -1.96 -0.36
C -0.99 -0.73 -1.46
C -1.30 -1.84 -0.45
H -0.24 1.40 4.00
H 1.13 -1.10 1.75
O -1.52 0.49 -1.06
N 0.31 1.27 0.83
H 0.99 0.79 0.22
H 1.15 -0.82 -0.80
H -1.01 0.80 -0.24
C 0.33 0.80 2.16
N -0.03 1.78 3.08
C 0.58 -0.68 -1.72
H 0.42 0.69 -3.37
H -1.46 -0.96 -2.43
H -0.90 -1.58 0.52
C 1.02 0.57 -2.47
H 0.66 -0.78 3.50
H -0.87 -2.78 -0.78
H -0.76 2.40 2.76
C 0.72 -0.43 2.48
H 0.81 -1.56 -2.33
H 2.07 0.50 -2.76
H 0.88 1.46 -1.87
H 0.42 2.27 0.77
*
```

Values from the calculation:
SMILES ... CC[C@@H](C)O.C=C(N)N
HOMO-LUMO gap ... 0.336 hartree

These are the natural (NBO) partial charges, in e, on atoms 1 to 8:
1 H 0.214
2 C 0.114
3 C -0.638
4 H 0.386
5 H 0.203
6 O -0.760
7 N -0.853
8 H 0.405

***

Stability check: which of them is most stable? version b.

***

Version a
Computed, not measured: C6H16N2O in the gas phase, with wB97M-V/def2-TZVPD.

```
! wB97M-V def2-TZVPD RIJCOSX def2/J DEFGRID3
* xyz 0 1
N 1.81 0.46 2.03
H -1.60 -1.31 -1.71
H -1.70 -0.45 1.97
H -1.86 2.04 -0.15
H 1.01 -0.73 -2.24
H 2.08 -1.77 -1.28
H -2.29 -1.60 0.78
H 2.64 -0.17 -1.83
N 1.28 -0.07 -0.28
C -1.67 -0.24 -1.48
C -2.12 -0.55 0.97
H -3.06 -0.01 0.93
O 0.07 -0.72 0.16
H -2.72 0.06 -1.54
H 3.16 0.27 0.48
H 1.64 1.44 1.86
H -0.75 1.75 1.18
H 0.95 0.04 2.33
H 2.43 -1.25 1.06
H -1.10 0.32 -2.22
C 1.78 -0.73 -1.47
H -0.13 1.88 -0.46
C -0.95 1.53 0.14
C -1.14 0.02 -0.06
C 2.24 -0.19 0.83
*
```

Values from the calculation:
SMILES ... CN(CN)OC(C)(C)C
HOMO-LUMO gap ... 0.361 hartree

These are the natural (NBO) partial charges, in e, on atoms 1 to 8:
1 N -0.821
2 H 0.217
3 H 0.210
4 H 0.211
5 H 0.209
6 H 0.174
7 H 0.215
8 H 0.205

***

Version b
Computed, not measured: a molecular structure, C6H16N2O, with wB97M-V/def2-TZVPD.

```
! wB97M-V def2-TZVPD RIJCOSX def2/J DEFGRID3
* xyz 0 1
N -0.32 0.09 2.00
N 0.32 -0.06 -1.69
H 3.17 -1.20 0.14
O 0.60 -1.65 0.01
H -0.60 1.42 0.42
H -2.97 1.31 -0.88
H 0.59 -2.14 -0.83
H -0.50 0.42 -2.02
H 4.19 0.24 0.03
C 2.07 0.64 0.30
C -2.10 -0.53 -0.14
H 1.12 0.49 -2.01
C -3.18 0.53 -0.14
H 3.19 -0.23 -1.34
H -2.03 -1.04 -1.10
C -0.42 0.38 0.65
C 0.37 -0.33 -0.30
H -4.17 0.13 -0.38
H -3.26 1.02 0.84
H -2.24 -1.29 0.63
H 2.02 1.65 -0.12
H -0.13 -0.88 2.21
C 3.21 -0.18 -0.25
H -1.01 0.51 2.59
H 2.08 0.69 1.39
*
```

Values from the calculation:
HOMO-LUMO gap ... 0.290 hartree

These are the natural (NBO) partial charges, in e, on atoms 1 to 8:
1 N -0.828
2 N -0.884
3 H 0.211
4 O -0.727
5 H 0.213
6 H 0.191
7 H 0.496
8 H 0.378

***

Stability check: which of them is most stable? version a.

***

Version a
Computed, not measured: a molecular structure, C6H16N2O, with wB97M-V/def2-TZVPD.

```
! wB97M-V def2-TZVPD RIJCOSX def2/J DEFGRID3
* xyz 0 1
H 2.76 0.15 0.46
H -0.29 -1.12 1.82
C -0.20 0.16 -0.77
H 0.28 -0.10 -2.59
H -1.91 -1.22 1.16
H 0.63 -2.13 -0.30
H -1.49 -3.46 -0.97
H 1.22 2.51 1.91
O -0.49 0.23 -2.11
C -1.29 -2.42 -1.25
C 0.84 2.41 -0.21
H 0.14 2.76 -0.96
H 1.85 2.72 -0.47
N 1.78 -0.07 0.57
H -2.25 -1.90 -1.31
C -0.93 -1.69 1.14
C 0.43 2.74 1.20
H 1.45 0.22 1.49
N 1.07 0.49 -0.47
H -1.03 0.61 -0.22
H -1.05 -2.69 1.56
H 0.18 3.80 1.32
H -0.85 -2.43 -2.25
H -0.46 2.17 1.51
C -0.39 -1.74 -0.26
*
```

Values from the calculation:
HOMO-LUMO gap ... 0.322 hartree

These are the natural (NBO) partial charges, in e, on atoms 1 to 8:
1 H 0.361
2 H 0.198
3 C 0.276
4 H 0.475
5 H 0.198
6 H 0.201
7 H 0.204
8 H 0.205

***

Version b
Computed, not measured: 2 unconnected molecules or ions with the total composition C6H16N2O, with wB97M-V/def2-TZVPD.

```
! wB97M-V def2-TZVPD RIJCOSX def2/J DEFGRID3
* xyz 0 1
H 0.26 -2.06 -1.14
H -0.92 1.39 -1.20
H 1.42 -0.94 -2.80
H -0.14 0.04 3.29
N -0.27 0.90 2.81
H 1.89 0.69 -3.29
H 2.00 -0.37 0.30
C 1.84 0.00 -2.45
H -2.82 -0.03 2.18
H -0.81 -1.37 0.15
H 0.64 -2.30 0.58
H -0.02 1.77 3.26
C 0.96 0.61 -1.35
H -1.88 -1.40 1.79
H 2.85 -0.18 -2.09
H 1.40 1.57 -1.06
H 0.34 0.32 0.71
C -0.93 0.96 1.62
H -2.55 -0.25 0.46
H -0.84 0.04 -2.15
C 0.99 -0.29 -0.10
O -1.22 2.00 1.08
C -2.11 -0.40 1.44
N -0.36 0.89 -1.88
C 0.27 -1.59 -0.16
*
```

Values from the calculation:
SMILES ... CC[C@@H](C)N.CC(N)=O
HOMO-LUMO gap ... 0.352 hartree

These are the natural (NBO) partial charges, in e, on atoms 1 to 8:
1 H 0.206
2 H 0.379
3 H 0.195
4 H 0.397
5 N -0.846
6 H 0.220
7 H 0.204
8 C -0.611

***

Stability check: which of them is most stable? version b.

***

Version a
Computed, not measured: a molecular structure, C2H3N2O, with wB97M-V/def2-TZVPD.

```
! wB97M-V def2-TZVPD RIJCOSX def2/J DEFGRID3
* xyz 1 1
C -0.96 -0.99 -1.24
H -0.50 -1.61 -2.08
H 2.63 -0.53 1.07
H 1.07 0.31 1.17
C -0.80 0.08 -0.46
N -1.45 2.31 0.11
O 1.37 -0.69 1.18
N -1.35 1.12 0.26
*
```

Values from the calculation:
HOMO-LUMO gap ... 0.230 hartree

Charges in e, computed with natural (NBO), in the same order as the atoms:
1 C 0.176
2 H 0.323
3 H 0.509
4 H 0.441
5 C 0.002
6 N 0.439
7 O -0.938
8 N 0.048

***

Version b
Computed, not measured: a gas-phase ion, C2H3N2O (charge +1), with wB97M-V/def2-TZVPD.

```
! wB97M-V def2-TZVPD RIJCOSX def2/J DEFGRID3
* xyz 1 1
H -1.82 0.39 -0.29
H -0.15 2.03 0.15
N -0.82 -1.34 0.01
H -0.03 -1.92 0.28
C -0.87 -0.17 -0.09
O 2.02 -0.46 -0.06
C 0.28 0.98 0.00
N 1.38 0.49 0.00
*
```

Values from the calculation:
SMILES ... [H]/N=C\C=[N+]=O
HOMO-LUMO gap (alpha / beta) ... 0.306 / 0.306 hartree

Charges in e, computed with natural (NBO), in the same order as the atoms:
1 H 0.263
2 H 0.339
3 N -0.422
4 H 0.418
5 C 0.174
6 O -0.054
7 C -0.090
8 N 0.372

***

Stability check: which of them is most stable? version b.